(i)
This record from OMol25 describes an isolated ion of composition C3H9NS2 and charge -1. The level of theory is ωB97M-V with the def2-TZVPD basis set.

Structure (ORCA input):
```
! RIJCOSX wB97M-V def2-TZVPD def2/J DEFGRID3
* xyz -1 2
S -2.03255 -1.07703 -0.85341
S -0.93983 -1.07894 1.09424
C 0.77556 -0.78126 0.53205
C 0.78931 0.47408 -0.31325
N 2.08592 1.25648 -0.13695
C 1.91168 2.69628 -0.06860
H -2.29717 -2.38300 -0.80723
H 1.43120 -0.63867 1.38607
H 1.27389 -1.65916 0.11344
H 0.13768 1.22921 0.12041
H 0.55833 0.39610 -1.36570
H 2.60517 1.02211 -0.97925
H 1.19522 3.14133 -0.77213
H 2.90043 3.15824 -0.06875
H 1.54432 2.90563 0.94490
*
```

Output
HOMO level (spin up / spin down) in eV: -0.11 / -3.54
Orbital gap (spin up / spin down) in Eh: 0.1362 / 0.2617
Molecular weight in g/mol: 123.2

(ii)
This record from OMol25 describes a 2-piece molecular cluster, C3H9NS2 overall. The level of theory is ωB97M-V with the def2-TZVPD basis set.

Structure (ORCA input):
```
! RIJCOSX wB97M-V def2-TZVPD def2/J DEFGRID3
* xyz -1 2
C -0.32742 0.48578 -2.42227
S 0.00881 1.44944 -0.90850
S -2.01356 2.23877 -0.51028
H -0.90590 1.18345 -3.03723
H -0.97404 -0.35687 -2.19283
H 0.64517 0.26164 -2.84186
H -1.44136 3.43994 -0.57011
C 0.25920 -2.84018 1.85622
C 1.47806 -2.71575 2.36624
N 2.74438 -2.77268 1.71264
H 0.06165 -3.34425 0.91321
H -0.63385 -2.45788 2.32934
H 1.60930 -2.39958 3.40076
H 2.58105 -3.07313 0.76038
H 3.09999 -1.83229 1.79978
*
```

Output
HOMO level (spin up / spin down) in eV: 0.01 / -3.23
Orbital gap (spin up / spin down) in Eh: 0.1285 / 0.2442
Molecular weight in g/mol: 123.2

Need the numbers? Relative energies in hartree: (i) 0.0000; (ii) 0.0208.

(i)
This record from OMol25 describes a 2-piece molecular cluster, C3H13N3O overall. The level of theory is ωB97M-V with the def2-TZVPD basis set.

Structure (ORCA input):
```
! RIJCOSX wB97M-V def2-TZVPD def2/J DEFGRID3
* xyz 0 1
N -3.03739 -0.48992 0.26188
C -1.91682 -0.91288 -0.55693
O -1.35610 0.18225 -1.22967
H -3.57930 0.22036 -0.21467
H -3.62192 -1.25127 0.56441
H -1.15040 -1.37483 0.07379
H -2.22286 -1.63694 -1.32028
N 0.09631 1.26719 0.93637
C 1.28250 0.40655 1.03059
C 1.93554 0.19733 -0.32738
N 3.12584 -0.62683 -0.15324
H 0.38471 2.21474 0.74306
H -1.05134 0.77986 -0.49954
H -0.35235 1.30250 1.84048
H 2.02060 0.78659 1.74738
H 0.95659 -0.57101 1.40003
H 1.18632 -0.28415 -0.96361
H 2.20058 1.15456 -0.77745
H 2.90527 -1.48995 0.31455
H 3.60669 -0.84969 -1.01588
*
```

Output
SMILES string: NCCN.NCO
HOMO level in eV: -8.97
Orbital gap in Eh: 0.3689
Molecular weight in g/mol: 107.2

(ii)
This record from OMol25 describes a 2-piece molecular cluster, C3H13N3O overall. The level of theory is ωB97M-V with the def2-TZVPD basis set.

Structure (ORCA input):
```
! RIJCOSX wB97M-V def2-TZVPD def2/J DEFGRID3
* xyz 0 1
C 0.04946 0.40169 1.39768
N 0.51021 -0.71024 0.49665
C -0.53858 -1.73024 0.51512
N -0.89050 -2.29895 -0.81392
C -0.10975 1.64073 0.52275
N 1.10768 2.47722 0.45816
H 0.76913 0.63552 2.33672
H -0.87118 0.24106 2.00419
H 1.43343 -1.00973 0.75914
H -1.43918 -1.41758 1.03999
H -0.32022 -2.66949 1.13787
H -1.09741 -1.57067 -1.41458
H -0.17273 -2.81379 -1.22766
H -0.41872 1.35092 -0.55321
H -1.11723 2.18684 0.88789
H 1.56898 2.43629 -0.44333
H 1.76575 2.21135 1.18350
H 0.37996 0.84147 -2.95409
H -0.32487 -0.37995 -2.28473
O -0.28425 0.17756 -3.04812
*
```

Output
SMILES string: NCCNCN.O
HOMO level in eV: -9.04
Orbital gap in Eh: 0.3656
Molecular weight in g/mol: 107.2

Need the numbers? Relative energies in hartree: (i) 0.0000; (ii) 0.0514.

(i)
This record from OMol25 describes C31H45F4N2Sb2SeSiV as an isolated structure. The level of theory is ωB97M-V with the def2-TZVPD basis set.

Structure (ORCA input):
```
! RIJCOSX wB97M-V def2-TZVPD def2/J DEFGRID3
* xyz -1 4
V -0.29167 -0.59755 -0.36355
C -0.25903 -2.56361 -2.64295
N -1.29046 -1.79333 -1.93953
C -2.34306 -2.69417 -1.47362
C -1.85977 -0.75839 -2.81946
C -0.87867 0.38945 -3.12869
N 0.12286 0.50667 -2.08107
C 1.33052 1.00730 -2.37047
C 2.41452 0.66792 -1.52265
F 2.16495 -0.23637 -0.53133
C 3.68706 1.14996 -1.68107
F 4.64342 0.76345 -0.81664
C 4.01127 2.00853 -2.71964
C 2.98299 2.33760 -3.58212
F 3.22937 3.19088 -4.59670
C 1.69556 1.86554 -3.43344
F 0.74641 2.34537 -4.27272
H -0.70934 -3.16939 -3.44223
H 0.23873 -3.22246 -1.93092
H 0.47317 -1.88259 -3.07454
H -2.82307 -3.20489 -2.32096
H -3.08424 -2.12139 -0.91752
H -1.89799 -3.42741 -0.80531
H -2.74827 -0.37598 -2.32050
H -2.16668 -1.21706 -3.77212
H -1.47166 1.30517 -3.24331
H -0.40202 0.21573 -4.09885
H 5.00992 2.39676 -2.84687
C 1.13223 4.22658 -0.84629
Sb 0.70999 2.76713 0.67591
C -1.01656 3.77344 1.43515
C 2.15519 3.59536 2.11601
C 1.57607 3.95572 3.44190
C 0.98961 5.21108 3.61646
C 0.34635 5.56855 4.79022
C 0.28088 4.65254 5.83074
C 0.89253 3.41785 5.68278
C 1.56470 3.05814 4.51197
C 2.23998 1.73673 4.43091
Sb 1.18487 0.25027 3.22176
C -0.44735 0.05935 4.59522
C 2.38650 -1.30905 4.06123
H 1.03152 5.23722 -0.44643
H 0.43935 4.09517 -1.67874
H 2.14704 4.08080 -1.22138
H -0.77374 4.77001 1.79855
H -1.47349 3.18927 2.23406
H -1.73552 3.84142 0.61875
H 2.54866 4.49039 1.63090
H 2.96722 2.86781 2.18554
H 1.03326 5.91948 2.79558
H -0.10628 6.54822 4.88603
H -0.22512 4.90221 6.75566
H 0.87243 2.70863 6.50336
H 2.35130 1.31328 5.43164
H 3.23887 1.80597 3.98955
H -0.07840 -0.05745 5.61551
H -1.03949 -0.81056 4.31933
H -1.07853 0.94581 4.53447
H 2.36376 -1.24912 5.15177
H 3.41533 -1.19576 3.71833
H 2.00966 -2.27152 3.72002
C -4.60643 1.27918 1.37196
C -4.01799 0.17487 1.97738
C -2.81625 -0.33088 1.49330
C -2.12680 0.22615 0.39873
C -2.76041 1.34411 -0.17063
C -3.96789 1.86426 0.28646
H -5.54423 1.67769 1.74214
H -4.49816 -0.29215 2.83198
H -2.38528 -1.19905 1.99084
H -2.28565 1.84579 -1.01573
H -4.40517 2.73190 -0.19856
C -2.37250 -4.95949 1.18052
Si -0.83445 -4.41466 2.12353
C -1.42589 -3.94237 3.84775
C 0.25573 -5.93520 2.31746
Se 0.32413 -2.76835 1.19165
H -2.90837 -5.74005 1.73023
H -2.11473 -5.35974 0.19617
H -3.05562 -4.11882 1.03484
H -1.95702 -4.77370 4.32349
H -2.10850 -3.09047 3.79490
H -0.58712 -3.65906 4.49047
H -0.27088 -6.73708 2.84459
H 1.16039 -5.68881 2.87845
H 0.56763 -6.30985 1.33970
*
```

Output
HOMO level (spin up / spin down) in eV: -3.69 / -4.75
Orbital gap (spin up / spin down) in Eh: 0.2301 / 0.2692
Molecular weight in g/mol: 923.2

(ii)
This record from OMol25 describes C31H45F4N2Sb2SeSiV as an isolated structure. The level of theory is ωB97M-V with the def2-TZVPD basis set.

Structure (ORCA input):
```
! RIJCOSX wB97M-V def2-TZVPD def2/J DEFGRID3
* xyz -1 4
V -1.05362 0.03959 -0.70503
C -1.60059 2.02631 2.85780
N -0.96728 2.27866 1.58117
C 0.21933 3.09058 1.72966
C -1.91376 2.85256 0.63988
C -1.34341 3.07858 -0.75538
N -0.59912 1.90559 -1.19520
C 0.29474 2.06911 -2.21725
C 1.44952 1.26455 -2.24348
F 1.63612 0.41501 -1.21288
C 2.40787 1.33405 -3.21968
F 3.47996 0.52323 -3.13704
C 2.30949 2.23520 -4.26241
C 1.20380 3.05430 -4.25538
F 1.03492 3.94416 -5.25563
C 0.22763 2.98440 -3.27876
F -0.84682 3.79255 -3.41533
H -1.92037 2.95562 3.36214
H -0.90831 1.50116 3.52039
H -2.48238 1.40091 2.71603
H -0.02360 4.12584 2.03160
H 0.77591 3.11779 0.79297
H 0.86817 2.65413 2.48787
H -2.32035 3.81634 1.00188
H -2.74956 2.15612 0.57832
H -0.68257 3.95218 -0.75249
H -2.18866 3.34444 -1.39772
H 3.05232 2.28608 -5.04519
C 4.79467 -0.09687 1.78774
Sb 2.63751 -0.24910 1.72094
C 2.64718 -2.21138 0.85776
C 2.54062 -0.84169 3.84709
C 2.27628 -2.29119 4.10253
C 3.36678 -3.16357 4.18727
C 3.21420 -4.52774 4.37548
C 1.93408 -5.05265 4.49238
C 0.84590 -4.19782 4.41756
C 0.98422 -2.81959 4.22029
C -0.25401 -1.98236 4.13003
Sb -0.94726 -1.44847 2.09760
C -2.92673 -1.15890 2.89133
C -1.14968 -3.51789 1.57249
H 5.22961 -1.02751 2.16028
H 5.07330 0.72439 2.45201
H 5.19025 0.11055 0.79110
H 3.04378 -2.94335 1.56048
H 3.26770 -2.17633 -0.03851
H 1.63614 -2.49291 0.55947
H 1.80593 -0.18180 4.31292
H 3.52992 -0.57677 4.22510
H 4.36514 -2.74572 4.09673
H 4.08371 -5.17083 4.43037
H 1.78258 -6.11522 4.63807
H -0.15530 -4.60400 4.51227
H -0.17591 -1.04140 4.68197
H -1.10418 -2.53995 4.52537
H -3.45047 -2.11534 2.89384
H -3.48871 -0.45023 2.28327
H -2.83435 -0.78602 3.91482
H -1.96280 -3.95639 2.15244
H -0.21107 -4.01652 1.81578
H -1.33123 -3.61416 0.50401
C -5.91532 -0.74147 -0.61160
C -4.98236 -1.72802 -0.32203
C -3.62075 -1.44792 -0.40644
C -3.09202 -0.18436 -0.76084
C -4.08773 0.77095 -1.05735
C -5.45537 0.51285 -0.99374
H -6.97804 -0.94886 -0.55475
H -5.31352 -2.72495 -0.04749
H -2.93306 -2.26613 -0.20172
H -3.79442 1.76608 -1.37818
H -6.16443 1.29561 -1.24432
C -0.33397 -4.67768 -3.78277
Si -1.32870 -3.11226 -3.51940
C -1.40285 -2.18161 -5.13857
C -3.06826 -3.63273 -3.09514
Se -0.21345 -1.91599 -1.98461
H -0.73976 -5.27662 -4.60823
H -0.34290 -5.28704 -2.87338
H 0.70714 -4.42801 -4.00808
H -1.83687 -2.80439 -5.93144
H -0.39700 -1.87563 -5.44151
H -2.01137 -1.27841 -5.03146
H -3.46149 -4.26065 -3.90479
H -3.72562 -2.76920 -2.96917
H -3.09301 -4.21294 -2.16675
*
```

Output
HOMO level (spin up / spin down) in eV: -3.51 / -4.93
Orbital gap (spin up / spin down) in Eh: 0.2235 / 0.2758
Molecular weight in g/mol: 923.2

Need the numbers? Relative energies in hartree: (i) 0.0000; (ii) 0.0389.

(i)
This record from OMol25 describes a 2-piece molecular cluster, C3H12N2OS overall. The level of theory is ωB97M-V with the def2-TZVPD basis set.

Structure (ORCA input):
```
! RIJCOSX wB97M-V def2-TZVPD def2/J DEFGRID3
* xyz 0 1
N -0.96450 1.27452 -0.31183
C -0.83360 0.03621 0.52550
C 0.35453 0.05358 1.45603
S 0.19723 1.40138 2.51416
C -0.80255 -1.27365 -0.32919
N 0.56437 -1.56553 -0.77051
H -0.86275 2.10946 0.25183
H -1.83780 1.20851 -0.80278
H -1.69989 0.13114 1.19956
H 1.29231 0.16641 0.92945
H 0.49026 -0.92282 2.03451
H 1.09612 0.92671 3.37831
H -1.19282 -2.00456 0.23852
H -1.60576 -1.03170 -1.15155
H 0.92722 -1.22685 -1.69875
H 0.52613 -2.60845 -0.89597
H 0.91728 1.04527 -1.56806
H 1.76288 0.88833 -2.92521
O 1.67134 1.39204 -2.07400
*
```

Output
SMILES string: NC[C@H](N)CS.O
HOMO level in eV: -8.79
Orbital gap in Eh: 0.3509
Molecular weight in g/mol: 124.2

(ii)
This record from OMol25 describes a 2-piece molecular cluster, C3H12N2OS overall. The level of theory is ωB97M-V with the def2-TZVPD basis set.

Structure (ORCA input):
```
! RIJCOSX wB97M-V def2-TZVPD def2/J DEFGRID3
* xyz 0 1
C -0.98314 -0.29717 -0.01902
C -1.68364 -1.47755 0.71172
S -0.64439 -2.98723 0.78772
N 0.15966 0.26201 0.70431
C 0.38708 1.69664 0.60860
N -0.10747 2.30937 -0.61223
H -0.65558 -0.62270 -0.99513
H -1.77476 0.44370 -0.13342
H -2.67856 -1.62377 0.29562
H -1.71001 -1.13198 1.75272
H -0.56374 -2.98409 -0.53927
H 1.00213 -0.28067 0.57121
H -0.13776 2.13671 1.46811
H 1.49541 1.76599 0.66722
H -0.22060 3.30569 -0.45996
H 0.51385 2.19205 -1.40982
H 2.32856 -0.15910 -1.17912
H 2.46666 -1.61396 -1.39989
O 2.80629 -0.93395 -0.81936
*
```

Output
SMILES string: NCNCCS.O
HOMO level in eV: -8.64
Orbital gap in Eh: 0.3361
Molecular weight in g/mol: 124.2

Need the numbers? Relative energies in hartree: (i) 0.0114; (ii) 0.0000.